Record 1
{
  "formula": "C43H64FN10O3S3",
  "method": "ωB97M-V with the def2-TZVPD basis set",
  "symbols": ["C", "C", "C", "C", "O", "C", "N", "C", "N", "F", "C", "C", "C", "S", "C", "S", "N", "C", "C", "C", "C", "C", "C", "C", "C", "C", "C", "C", "C", "N", "S", "C", "O", "O", "N", "H", "H", "H", "H", "H", "H", "H", "H", "H", "H", "H", "H", "H", "H", "H", "H", "H", "H", "H", "H", "H", "H", "H", "H", "H", "H", "H", "H", "H", "C", "C", "C", "C", "N", "H", "H", "H", "H", "H", "H", "H", "C", "C", "C", "C", "N", "H", "H", "H", "H", "H", "H", "H", "C", "C", "C", "C", "N", "H", "H", "H", "H", "H", "H", "H", "C", "C", "C", "C", "N", "H", "H", "H", "H", "H", "H", "H", "C", "C", "C", "C", "N", "H", "H", "H", "H", "H", "H", "H"],
  "positions_angstrom": [[4.3105, -1.6141, 3.1031], [3.7556, -2.1405, 1.7241], [4.9303, -2.8432, 0.9851], [4.4668, -3.3752, -0.4030], [4.8031, -2.4768, -1.5079], [3.9722, -1.4579, -1.5695], [2.6816, -1.4155, -1.9411], [2.2957, -0.1143, -1.8580], [1.0671, 0.2943, -2.1515], [0.2215, -0.7030, -2.5270], [0.4710, 1.6126, -2.0799], [-0.1568, 1.8908, -0.6538], [-1.7155, 2.0037, -0.7673], [-2.4846, 0.4334, -1.2986], [-3.7563, -0.0629, -0.1032], [-3.3166, -0.4337, 1.4206], [-5.0965, -0.1233, -0.6223], [-5.1141, -1.3241, -1.4703], [-4.6514, -2.5635, -0.9742], [-4.6128, -3.7485, -1.7228], [-5.0339, -3.7193, -3.0703], [-5.5004, -2.4906, -3.5687], [-5.5497, -1.3057, -2.8208], [-6.0932, -0.1457, 0.4220], [-6.9639, -1.2123, 0.6858], [-7.9415, -1.1596, 1.7061], [-8.0708, -0.0166, 2.5149], [-7.1969, 1.0687, 2.2528], [-6.2466, 1.0081, 1.2288], [3.3174, 0.7110, -1.4422], [3.5256, 2.6170, -1.1559], [5.2580, 2.8247, -0.5180], [3.5709, 3.6227, -2.8596], [2.6732, 3.2206, -0.1248], [4.3227, -0.1952, -1.2767], [5.3934, -1.8121, 3.1687], [4.1646, -0.5188, 3.1330], [3.7700, -2.0560, 3.9505], [3.4204, -1.2634, 1.1384], [2.9494, -2.8671, 1.9021], [5.2076, -3.7256, 1.5898], [5.7987, -2.1782, 0.8103], [4.9896, -4.3311, -0.5748], [3.3839, -3.5801, -0.4246], [1.1067, 2.4339, -2.4389], [-0.4005, 1.5904, -2.7626], [0.0466, 1.0457, 0.0212], [0.1678, 2.8636, -0.2512], [-2.1284, 2.3470, 0.2001], [-1.9364, 2.8288, -1.4765], [-4.3133, -2.6011, 0.0681], [-4.2565, -4.6594, -1.2302], [-4.9898, -4.6394, -3.6578], [-5.8404, -2.4601, -4.6103], [-5.8874, -0.3504, -3.2220], [-6.9268, -2.1334, 0.0964], [-8.5899, -2.0310, 1.8497], [-8.8045, 0.0216, 3.3260], [-7.2770, 1.9760, 2.8679], [-5.6126, 1.8920, 1.1006], [5.4779, 2.0780, 0.2624], [5.2366, 3.8140, -0.0311], [5.9895, 2.8388, -1.3407], [5.2766, -0.0524, -0.9701], [-5.9914, 3.9458, -4.9178], [-5.1386, 4.1071, -3.6643], [-4.7452, 2.7663, -3.0341], [-5.9461, 2.0207, -2.6391], [-6.8851, 1.4403, -2.3320], [-6.9404, 3.4551, -4.6961], [-6.2230, 4.9207, -5.3481], [-5.4686, 3.3567, -5.6750], [-5.6866, 4.7094, -2.9364], [-4.2306, 4.6590, -3.9192], [-4.1268, 2.9325, -2.1517], [-4.1705, 2.1629, -3.7402], [0.1335, -5.0738, 4.4698], [0.6867, -5.9991, 3.3914], [1.9565, -6.7361, 3.8313], [3.0237, -5.7705, 4.1518], [3.8512, -5.0148, 4.4010], [0.8407, -4.2808, 4.7196], [-0.7833, -4.5943, 4.1250], [-0.0966, -5.6283, 5.3819], [0.8934, -5.4138, 2.4919], [-0.0755, -6.7346, 3.1270], [2.3057, -7.3939, 3.0344], [1.7580, -7.3485, 4.7124], [4.0479, 5.6210, -7.1068], [5.2272, 6.2143, -6.3429], [6.0085, 5.1653, -5.5415], [5.1278, 4.5321, -4.5441], [4.4528, 4.0361, -3.7655], [3.3082, 5.1854, -6.4313], [3.5426, 6.3948, -7.6834], [4.3792, 4.8445, -7.7993], [4.8608, 6.9934, -5.6712], [5.9064, 6.6935, -7.0490], [6.8477, 5.6316, -5.0232], [6.4065, 4.3935, -6.2029], [-7.5966, 1.7313, 6.6925], [-6.6031, 2.8464, 7.0007], [-6.9981, 4.1876, 6.3727], [-7.0603, 4.0650, 4.9059], [-7.1080, 3.9605, 3.7641], [-7.6529, 1.5287, 5.6212], [-7.2923, 0.8056, 7.1818], [-8.5973, 1.9886, 7.0466], [-5.6140, 2.5500, 6.6443], [-6.5301, 2.9706, 8.0829], [-6.2672, 4.9547, 6.6308], [-7.9727, 4.5115, 6.7418], [10.1143, -4.8502, 0.7685], [9.6115, -3.4755, 0.3422], [9.4682, -2.5023, 1.5177], [8.4998, -3.0245, 2.4991], [7.7532, -3.4366, 3.2709], [9.4156, -5.3394, 1.4491], [10.2290, -5.4988, -0.1004], [11.0833, -4.7762, 1.2662], [8.6480, -3.5891, -0.1618], [10.3062, -3.0513, -0.3859], [9.1201, -1.5309, 1.1627], [10.4293, -2.3562, 2.0132]],
  "atomic_forces_ev_per_a": [[-0.4701, 0.3944, -0.6791], [1.5602, 0.4424, 0.7618], [-1.4578, -0.2454, -0.8496], [0.3400, -1.1800, 1.0826], [-0.3674, 0.4012, 0.2570], [-2.3594, 2.0960, -0.5782], [0.1426, -0.3537, 0.0036], [1.0837, -0.8428, 0.3405], [0.3746, 0.7514, -0.4624], [0.0467, 0.0334, -0.0008], [-1.7092, 0.1488, 0.9571], [-1.0803, 0.0939, -0.5606], [0.3789, 0.6122, 0.8309], [-0.3981, -0.2311, -0.8622], [-0.0792, 0.7901, 0.6822], [0.0223, 0.4563, -0.2345], [1.2669, -1.5322, 0.7206], [0.0161, -1.2158, -1.7271], [0.0657, 0.2080, 0.4793], [-0.2878, 0.6996, -0.4547], [0.1320, 0.5953, 1.2584], [-0.0778, -0.2081, -0.5769], [0.5272, -0.0815, 1.1550], [-1.2258, 0.6066, 1.0752], [-0.1877, -0.2056, -0.0877], [0.3243, 0.6853, 0.0653], [0.8442, -0.2626, -0.8396], [-0.3627, -0.4585, 0.1328], [-0.2242, -0.1103, 0.1659], [0.2143, -2.7580, 0.6765], [-2.4474, 1.1694, 2.2788], [-0.0641, -0.4411, 0.3751], [2.6401, 2.3760, -4.7331], [1.1157, -0.7794, 0.5396], [2.5439, -1.9272, 0.5573], [-0.5146, -0.0553, 0.2587], [0.1078, -0.4276, 0.2161], [0.4126, 0.0760, -0.2270], [-0.2663, -0.5906, 0.1514], [0.1348, 0.3704, -0.3274], [0.2635, 0.5339, -0.2252], [-0.2909, -0.3468, 0.4004], [-0.1613, 0.6111, -0.5209], [0.3765, 0.1971, -0.0718], [0.2873, -0.6310, 0.1565], [0.6964, -0.1663, -0.0370], [0.2777, 0.4960, -0.0994], [0.2657, -0.6057, -0.0422], [0.1476, -0.4519, -0.3592], [-0.1347, -0.6301, 0.1003], [-0.1502, -0.0251, -0.4256], [-0.1406, 0.3252, -0.3547], [-0.1410, 0.4980, -0.0113], [0.1283, 0.0685, 0.4008], [-0.0175, -0.6435, -0.1065], [0.0849, 0.4431, 0.1539], [0.2710, 0.3894, -0.0413], [0.2722, 0.0480, -0.3717], [0.1248, -0.5153, -0.5219], [-0.1315, -0.4131, -0.1906], [0.0217, 0.2292, -0.3743], [-0.2203, -0.3822, -0.2745], [-0.3679, -0.2696, 0.2607], [-0.3178, 0.9730, 0.0626], [-0.0056, 0.0481, -0.0134], [-0.1168, 0.1378, -0.2408], [-0.2832, 0.2563, -0.0126], [0.3538, 0.2057, 0.0173], [-0.3645, 0.2240, -0.0750], [0.0487, -0.0437, 0.0181], [0.0254, -0.0291, -0.0212], [-0.0318, 0.0041, 0.0028], [0.0806, -0.0511, 0.0635], [0.0385, -0.0546, 0.0946], [-0.0450, -0.1402, 0.0350], [-0.0194, -0.0666, 0.0550], [-0.0327, 0.0308, -0.0374], [-0.2270, 0.1670, 0.1008], [0.0176, 0.3494, -0.1074], [-0.0946, -0.4225, -0.0095], [-0.0356, 0.1223, -0.0982], [0.0315, -0.0593, 0.0267], [-0.0029, -0.0340, 0.0319], [0.0063, 0.0334, -0.0049], [0.0504, -0.0979, -0.0257], [0.1032, -0.0604, -0.0358], [0.0888, -0.0117, 0.0718], [0.0601, 0.0262, 0.0123], [0.0420, -0.0306, 0.0087], [-0.3766, 0.1024, -0.1943], [-0.1457, 0.0994, 0.0038], [0.5960, -0.2142, -0.1195], [-1.8546, 0.7424, 0.7571], [0.0200, -0.0154, -0.0100], [0.0205, -0.0296, -0.0061], [-0.0363, 0.0140, 0.0016], [0.1300, -0.0095, 0.0377], [0.1226, -0.0552, 0.1199], [-0.0221, -0.1142, 0.1009], [-0.0420, -0.0610, 0.0712], [0.0117, -0.0201, 0.0088], [-0.0819, -0.2915, 0.0656], [0.1611, -0.2658, -0.1798], [-0.0637, 0.2907, 0.3353], [0.0618, 0.1279, 0.0457], [-0.0109, 0.0493, 0.0077], [-0.0334, 0.0206, 0.0080], [0.0102, -0.0217, -0.0204], [0.0102, 0.1116, 0.0124], [0.0307, 0.1161, -0.0376], [-0.0550, 0.0558, -0.0832], [-0.0049, 0.0145, -0.0701], [-0.0211, -0.0305, -0.0371], [0.1204, -0.2478, -0.1005], [-0.2761, -0.2906, -0.0704], [0.1337, 0.2210, 0.1518], [0.0966, 0.0826, -0.2661], [0.0256, 0.0564, 0.0375], [0.0400, 0.0197, 0.0205], [-0.0233, -0.0228, -0.0015], [-0.0017, 0.1045, 0.0227], [-0.0483, 0.1002, 0.0435], [0.0038, 0.0257, 0.1109], [-0.0435, -0.0002, 0.0492]],
  "mulliken_charge": [-1.146, 0.319, -0.412, -0.775, -0.447, 0.455, -0.591, 0.405, 0.262, -0.161, -1.170, -0.144, -1.215, -0.142, 0.186, -0.163, 0.717, -0.448, 0.337, -0.811, -0.521, -0.656, -0.158, 0.408, -0.427, -0.812, -0.603, -0.215, -0.332, -0.093, 0.968, -1.163, -0.357, -0.590, 0.068, 0.237, 0.369, 0.255, -0.125, 0.197, 0.429, 0.123, 0.383, 0.388, 0.153, 0.688, 0.348, 0.372, 0.574, 0.410, 0.309, 0.376, 0.394, 0.376, 0.263, 0.319, 0.370, 0.408, 0.370, 0.413, 0.374, 0.397, 0.371, 0.370, -1.196, -0.639, 0.189, 0.353, -0.550, 0.336, 0.366, 0.295, 0.328, 0.374, -0.189, 0.393, -1.099, -0.372, -0.402, 0.241, -0.410, 0.302, 0.316, 0.318, 0.236, 0.316, 0.274, 0.297, -1.072, -0.449, -0.433, 0.258, 0.033, 0.307, 0.324, 0.306, 0.310, 0.324, 0.289, 0.288, -0.773, -0.441, -0.452, 0.262, -0.484, 0.028, 0.335, 0.310, 0.287, 0.305, 0.286, 0.270, -1.197, -0.250, -0.412, 0.254, -0.455, 0.358, 0.346, 0.305, 0.142, 0.330, 0.250, 0.357],
  "e_homo_ha": -0.3468,
  "gap_ha": 0.25879,
  "total_charge": 1
}

***

Record 2
{
  "formula": "C5H8N2O",
  "method": "ωB97M-V with the def2-TZVPD basis set",
  "symbols": ["O", "C", "N", "C", "C", "N", "C", "C", "H", "H", "H", "H", "H", "H", "H", "H"],
  "positions_angstrom": [[0.4053, 1.7655, -0.1602], [-0.0768, 0.6839, -0.0628], [-1.3760, 0.6122, -0.3228], [-1.8585, -0.2520, 0.8002], [-1.8099, -1.0188, -0.4238], [0.6639, -0.5512, 0.1484], [2.0762, -0.3676, 0.7434], [1.8389, -0.5740, -0.7176], [-1.1538, -0.4685, 1.7486], [-3.0342, -0.0848, 0.9621], [-2.6346, -1.1139, -1.0777], [-0.9927, -1.5374, -0.8470], [2.7998, -1.3142, 1.2524], [2.0794, 0.5886, 1.1408], [1.8653, -1.5734, -1.1613], [1.7946, 0.1230, -1.5524]],
  "atomic_forces_ev_per_a": [[1.8957, 1.5223, 0.5066], [3.0897, 0.0585, -0.6613], [-4.1208, -3.5884, 0.5344], [-2.9618, -0.8619, 2.2353], [1.3594, 2.0683, -1.0164], [0.6851, -0.5544, 1.4213], [0.7339, -3.7807, -1.3412], [-0.8412, -0.3826, -1.0115], [-1.8853, 0.5541, -2.4310], [2.9662, 0.1652, 0.5350], [-1.2527, 0.2797, -0.0545], [0.8319, -0.7429, 0.5818], [-3.0720, 2.9009, -1.0671], [1.0355, 1.7232, 0.5749], [0.8950, -0.0049, 0.5263], [0.6415, 0.6438, 0.6675]],
  "nbo_charge": [-0.562, 0.754, -0.424, -0.283, -0.234, -0.534, -0.236, -0.257, 0.246, 0.230, 0.206, 0.227, 0.224, 0.225, 0.202, 0.218],
  "e_homo_ha": -0.3488,
  "de_lowest_kcal_mol": 128.1,
  "gap_ha": 0.38522,
  "smiles": "O=C(N1CC1)N1CC1"
}

***

Record 3
{
  "formula": "C5H8FN",
  "method": "ωB97M-V with the def2-TZVPD basis set",
  "symbols": ["F", "C", "C", "C", "C", "C", "N", "H", "H", "H", "H", "H", "H", "H", "H"],
  "positions_angstrom": [[2.7943, -0.3714, -0.3647], [1.5134, -0.0248, -0.0236], [0.4904, -1.2742, 0.1581], [-0.8752, -0.6305, 0.2506], [-0.7285, 0.6616, -0.5009], [0.7230, 1.1013, -0.4007], [1.2714, 0.9378, 1.0347], [0.8192, -1.7107, 1.0984], [0.7404, -2.1194, -0.6015], [-1.0680, -0.3891, 1.2720], [-1.6051, -1.2661, -0.1351], [-1.1372, 0.6907, -1.4869], [-1.3002, 1.3764, 0.0729], [1.2382, 2.0537, -0.9394], [2.0727, 1.5265, 1.2439]],
  "atomic_forces_ev_per_a": [[-0.5536, 0.5790, -0.1375], [-0.7251, -3.0565, 1.2439], [3.4311, -0.6012, -0.3913], [1.9643, -0.0668, -0.3108], [-0.2853, 2.0874, 0.7768], [1.6852, 3.2754, -1.0882], [-0.6797, -0.6935, -0.5755], [-0.2378, -0.1819, 0.2368], [-0.8773, 1.7622, 0.7553], [-0.2554, -0.1026, 0.6745], [-1.4478, -0.8928, -0.5665], [0.0912, -0.2229, -0.8895], [-0.3927, 0.6087, -0.1053], [-1.6915, -2.5636, 0.9815], [-0.0254, 0.0691, -0.6043]],
  "nbo_charge": [-0.333, 0.452, -0.429, -0.418, -0.418, -0.111, -0.655, 0.218, 0.217, 0.222, 0.220, 0.219, 0.215, 0.229, 0.373],
  "e_homo_ha": -0.3437,
  "de_lowest_kcal_mol": 30.3,
  "gap_ha": 0.38506,
  "smiles": "F[C@]12CCC[C@H]1N2"
}

***

Record 4
{
  "formula": "C6H8MgO6Tl",
  "method": "ωB97M-V with the def2-TZVPD basis set",
  "symbols": ["O", "C", "C", "O", "O", "C", "H", "H", "H", "H", "Tl", "Mg", "O", "C", "C", "O", "O", "C", "H", "H", "H", "H"],
  "positions_angstrom": [[-1.4342, -2.6829, 0.1542], [1.8562, 0.1900, -0.1646], [-0.2608, -2.1155, 0.4679], [2.6567, 0.5375, 0.7142], [1.7737, -1.0933, -0.3866], [0.5830, -1.8129, -0.7769], [0.3355, -2.6726, 1.2222], [0.2070, 0.7005, -1.5627], [-0.0577, -1.1736, -1.3939], [0.9285, -2.7330, -1.2633], [-3.2938, -1.6988, -0.0023], [3.9806, 2.0143, 0.6297], [-1.0708, 1.3960, 1.1310], [-2.1349, 0.7167, 0.6170], [-0.1778, 2.0836, 0.2741], [-2.7822, 0.0590, 1.4622], [-2.2586, 0.5818, -0.6197], [0.6234, 1.2174, -0.6959], [0.4818, 2.6509, 0.9409], [-0.7605, 2.8020, -0.3186], [1.0673, 1.9807, -1.3586], [-0.2625, -0.9481, 0.9298]],
  "atomic_forces_ev_per_a": [[1.8713, -0.5186, 0.1042], [-4.6680, -0.2668, 0.5516], [0.8600, 2.6576, 1.3226], [1.6655, 1.3182, -0.3997], [1.1021, 1.2173, -0.0600], [-0.9495, -0.3940, -0.3925], [-0.0979, 0.0392, -0.2869], [-1.2128, -0.3134, 1.0194], [0.2980, -0.4771, -0.2633], [-0.0438, 0.4719, -0.1183], [-2.6994, -0.3609, -0.7572], [-0.3580, -0.3868, 0.2027], [0.8412, 0.9772, 0.6498], [-0.0947, -2.0868, -0.4328], [-1.1499, -0.8825, 0.1155], [0.3121, 1.2956, 0.7700], [0.5145, 1.1419, -0.2441], [3.0632, -0.7852, -1.5278], [0.0115, -0.2113, -0.1349], [0.3173, -0.1567, -0.1546], [0.9408, 0.1602, 0.5358], [-0.5236, -2.4390, -0.4994]],
  "lowdin_spin": [0.000, 0.026, 0.000, 0.189, 0.011, 0.001, 0.000, 0.000, 0.000, 0.000, 0.000, 0.754, 0.001, 0.000, 0.003, 0.000, 0.000, 0.006, 0.004, 0.000, 0.003, 0.000],
  "e_homo_ha": [-0.2524, -0.2524],
  "de_lowest_kcal_mol": 0.0,
  "gap_ha": [0.20480, 0.15121],
  "spin_multiplicity": 2
}